The following is a DFT calculation (ωB97M-V with the def2-TZVPD basis set) of a structure of composition C12H16BFHgN2O6P2.

Geometry as XYZ:
```
41
Properties=species:S:1:pos:R:3:lowdin_charge:R:1
C 1.258 4.830 0.664 -0.01
C 1.400 3.328 0.552 -0.28
F 0.719 2.710 1.742 -0.39
C 0.736 2.703 -0.646 -0.06
C 0.429 1.231 -0.489 -0.14
N 1.434 0.429 -0.354 0.23
C 1.241 -0.918 -0.309 -0.18
C 2.306 -1.786 -0.215 -0.20
P 3.996 -1.113 -0.255 0.75
O 4.232 -0.573 -1.609 -0.35
C 2.057 -3.176 -0.227 0.06
C 0.764 -3.709 -0.252 -0.01
C -0.315 -2.887 -0.292 -0.09
P -1.997 -3.549 -0.495 0.43
O -2.357 -3.339 -1.889 -0.17
O -1.922 -5.056 -0.041 -0.06
O -2.937 -2.805 0.548 -0.08
C -0.081 -1.450 -0.350 -0.13
N -1.102 -0.636 -0.467 0.24
C -0.932 0.695 -0.589 -0.09
C -2.124 1.504 -0.837 0.05
B -3.415 0.737 -0.162 -0.61
O -3.653 1.008 1.164 0.20
O -4.206 -0.022 -0.942 0.23
H 0.584 5.081 1.483 0.09
H 2.216 5.301 0.886 0.10
H 0.853 5.260 -0.252 0.10
H 2.432 2.995 0.667 0.15
H -0.140 3.284 -0.931 0.12
H 1.456 2.766 -1.471 0.16
H 4.766 -2.216 0.125 0.03
H 4.049 -0.208 0.811 0.02
H 2.907 -3.854 -0.227 0.14
H 0.625 -4.783 -0.274 0.14
H -1.709 -5.255 0.880 0.11
H -2.572 -2.596 1.418 0.10
H -2.016 2.507 -0.423 0.12
H -2.347 1.545 -1.915 0.17
H -3.053 0.600 1.797 0.11
H -4.165 -0.980 -0.824 0.12
Hg 0.583 2.399 4.000 0.88
```

Output
net charge = +2
frontier orbital gap = 0.090 hartree
LUMO = -12.45 eV
spin multiplicity = 1


The following is a DFT calculation (ωB97M-V with the def2-TZVPD basis set) of the molecule C6H10.

Geometry as XYZ:
```
16
Properties=species:S:1:pos:R:3:nbo_charge:R:1
C -0.722 0.568 1.608 -0.16
C -0.855 0.627 2.923 -0.40
C 0.455 -0.161 0.931 -0.49
C 0.046 -0.447 -0.508 -0.17
C 0.762 -0.514 -1.623 -0.18
C 0.320 -0.146 -2.991 -0.65
H -1.439 1.073 0.977 0.20
H -1.837 0.779 3.369 0.20
H -0.199 0.261 3.709 0.19
H 1.334 0.460 0.824 0.22
H 0.655 -0.976 1.621 0.23
H -1.023 -0.362 -0.701 0.18
H 1.858 -0.523 -1.522 0.18
H -0.084 0.854 -3.180 0.22
H 1.113 -0.245 -3.730 0.22
H -0.478 -0.866 -3.238 0.22
```

Output
SMILES = C=CC/C=C/C
ΔE to the lowest compared entry with this formula, charge and spin = 44.3 kcal/mol
net charge = 0
frontier orbital gap = 0.380 hartree
LUMO = 1.24 eV
spin multiplicity = 1